C3H7N2O2 | the ωB97M-V functional and the def2-TZVPD basis

energy above the lowest of the compared OMol25 structures with the same formula, charge and spin	357.8	kJ/mol
lowest unoccupied orbital energy	-5.94	eV
E_tot	-378.11756	hartree
net charge	+1
strongest force on any atom	3.3	eV Å⁻¹

Cartesian coordinates (Å):
O -2.7526 0.5076 0.0264
O 1.0476 1.9836 -0.1829
N 0.2082 -1.3752 -0.0273
N -1.3715 0.2661 -0.0408
C -1.0942 -0.9653 0.0038
C 0.9828 0.9193 0.4993
C 1.3403 -0.4457 -0.0389
H -1.8942 -1.7086 0.0301
H 1.0400 1.9342 -1.1515
H 2.1751 -0.9545 0.4240
H 1.5530 -0.3677 -1.0675
H 0.4816 -2.3746 0.0980
H 1.0956 1.1668 1.4794
H -2.8117 1.4141 -0.0519

natural (NBO) atomic charge list, values in e, 2 entries:
1. O -0.52
2. O -0.51



C3H7N2O2P | the ωB97M-V functional and the def2-TZVPD basis

energy above the lowest of the compared OMol25 structures with the same formula, charge and spin	168.4	kJ/mol
lowest unoccupied orbital energy	0.51	eV
E_tot	-719.81232	hartree
SMILES	O=C(O)[C@@H]1NCPN1
strongest force on any atom	5.2	eV Å⁻¹

Cartesian coordinates (Å):
P 1.4891 1.5181 0.3565
O -1.7592 1.0466 0.7299
O -2.4937 -0.9397 0.1490
N 0.5409 1.1613 -1.0224
N 0.5793 -1.0613 -0.0870
C -1.6220 -0.0005 0.1403
C -0.3494 -0.1662 -0.7429
C 1.4523 -0.4135 0.8013
H 0.3202 1.8794 1.0079
H -0.7293 -0.4948 -1.7309
H -2.1051 -1.6665 -0.2619
H 0.1535 2.0261 -1.3257
H 1.0537 -1.6106 -0.7702
H 2.4763 -0.9013 0.9416
H 0.9934 -0.3769 1.8146

natural (NBO) atomic charge list, values in e, 2 entries:
1. P 0.66
2. O -0.58



C3H7N2S | the ωB97M-V functional and the def2-TZVPD basis

energy above the lowest of the compared OMol25 structures with the same formula, charge and spin	382.7	kJ/mol
lowest unoccupied orbital energy (alpha / beta)	-4.77 / -4.84	eV
E_tot	-625.82642	hartree
net charge	+1
strongest force on any atom	3.5	eV Å⁻¹

Cartesian coordinates (Å):
S 2.6918 0.1592 0.3162
N -1.3090 -0.1127 0.3987
N 0.5445 -1.4375 -0.2307
C -0.7334 -1.3301 0.1631
C 1.1689 -0.2691 -0.4048
C -0.8200 1.1040 0.4334
H -2.1228 -0.1804 0.9986
H 0.9609 0.3002 -1.2537
H -1.5293 -2.0851 0.0249
H 0.0049 1.4907 -0.1089
H 2.9806 1.2482 -0.5080
H 1.2012 -2.1684 -0.0085
H -1.2544 1.8301 1.1520

natural (NBO) atomic charge list, values in e, 2 entries:
1. S 0.14
2. N -0.43



C3H7N2S | the ωB97M-V functional and the def2-TZVPD basis

energy above the lowest of the compared OMol25 structures with the same formula, charge and spin	518.5	kJ/mol
lowest unoccupied orbital energy (alpha / beta)	-6.21 / -5.80	eV
E_tot	-625.77470	hartree
net charge	+1
strongest force on any atom	5.1	eV Å⁻¹

Cartesian coordinates (Å):
S -4.1295 -0.2043 0.0735
N 1.4931 1.3848 -0.1027
N -1.6185 0.2040 0.3674
C 0.8134 0.3692 0.2531
C -2.4699 -0.4200 -0.3068
C 1.4669 -0.9629 0.1341
H -2.1156 -0.9984 -1.1968
H 2.6184 -0.8926 0.3084
H 1.1349 2.4442 -0.1367
H 2.5572 1.4790 -0.4141
H -2.0263 0.6224 1.1445
H 0.8874 -1.6430 0.7760
H 1.3884 -1.3824 -0.8999

natural (NBO) atomic charge list, values in e, 2 entries:
1. S 0.30
2. N -0.76



C3H7N2S | the ωB97M-V functional and the def2-TZVPD basis

energy above the lowest of the compared OMol25 structures with the same formula, charge and spin	191.6	kJ/mol
lowest unoccupied orbital energy (alpha / beta)	-3.91 / -5.59	eV
multiplicity	3
E_tot	-625.78050	hartree
net charge	+1
strongest force on any atom	5.2	eV Å⁻¹

Cartesian coordinates (Å):
S -0.8546 0.8194 0.1992
N 1.4945 0.8607 1.6245
N 0.6211 -1.1203 -1.6125
C 0.6093 0.0332 0.8224
C -0.4796 -0.8184 -1.9610
C -1.5991 -0.3380 -0.9058
H -0.9806 -0.8087 -2.9559
H 0.3721 -0.9580 1.1116
H -2.3940 0.1519 -1.4057
H 2.1164 1.3501 0.9035
H 2.0288 0.3422 2.3367
H 1.0781 1.5828 2.1972
H -2.0124 -1.0969 -0.3541

natural (NBO) atomic charge list, values in e, 2 entries:
1. S 0.35
2. N -0.72



C3H7N3 | the ωB97M-V functional and the def2-TZVPD basis

energy above the lowest of the compared OMol25 structures with the same formula, charge and spin	233.9	kJ/mol
lowest unoccupied orbital energy	0.44	eV
E_tot	-282.68515	hartree
SMILES	[H]/N=C(C)\C(N)=N/[H]
strongest force on any atom	6.8	eV Å⁻¹

Cartesian coordinates (Å):
N -1.3047 -1.6188 -0.0078
N 1.6673 -0.6222 -0.6040
N 0.4634 1.3131 -1.0912
C -0.5072 0.3771 1.3485
C -0.7313 -0.5302 -0.0930
C 0.5568 0.0374 -0.5293
H 1.3649 1.6585 -1.3934
H -1.2210 1.1850 1.2035
H 1.6730 -1.4902 -0.0741
H -0.8504 -0.3081 2.1192
H -1.2682 -2.2307 -0.8212
H 0.4208 0.8016 1.7238
H -0.2635 1.4274 -1.7809

natural (NBO) atomic charge list, values in e, 2 entries:
1. N -0.57
2. N -0.72



C3H7N3 | the ωB97M-V functional and the def2-TZVPD basis

energy above the lowest of the compared OMol25 structures with the same formula, charge and spin	240.0	kJ/mol
lowest unoccupied orbital energy	1.00	eV
E_tot	-282.68283	hartree
SMILES	CN1CCN=N1
strongest force on any atom	3.9	eV Å⁻¹

Cartesian coordinates (Å):
N 0.3291 -0.5244 0.2429
N -1.7982 -0.5708 -0.0689
N -0.7835 -1.2831 -0.0285
C -0.0553 0.8109 -0.1000
C -1.5398 0.8720 0.0960
C 1.6279 -1.0139 0.0175
H 0.4821 1.4748 0.5841
H 2.0918 -0.6328 -0.8596
H -2.0588 1.5038 -0.5234
H 0.2005 1.0313 -1.1277
H 1.4341 -2.0196 -0.1538
H 2.1914 -0.7337 0.8424
H -2.1215 1.0857 1.0791

natural (NBO) atomic charge list, values in e, 2 entries:
1. N -0.28
2. N -0.21



C3H7N3 | the ωB97M-V functional and the def2-TZVPD basis

energy above the lowest of the compared OMol25 structures with the same formula, charge and spin	262.8	kJ/mol
lowest unoccupied orbital energy	-0.27	eV
E_tot	-282.67417	hartree
strongest force on any atom	1.3	eV Å⁻¹

Cartesian coordinates (Å):
N -1.1103 -0.9550 -3.8629
N 0.6766 -0.1811 1.8881
N 0.2306 1.5076 -0.1433
C -0.3703 0.3748 -0.2570
C -0.7713 -0.6256 -2.7940
C -0.0467 -0.6925 0.7326
H -0.8658 0.0757 -1.2585
H 0.1620 -0.3555 2.7432
H 0.5395 -1.4160 0.1466
H 1.5873 -0.6107 1.9878
H -0.9721 -1.2212 0.9894
H 0.1290 2.2198 -0.8578
H 0.8496 1.6557 0.6557

natural (NBO) atomic charge list, values in e, 2 entries:
1. N -0.55
2. N -0.86



C3H7N3 | the ωB97M-V functional and the def2-TZVPD basis

energy above the lowest of the compared OMol25 structures with the same formula, charge and spin	127.8	kJ/mol
lowest unoccupied orbital energy	1.04	eV
E_tot	-282.72559	hartree
SMILES	[H]/N=C/CN.C#N
strongest force on any atom	0.8	eV Å⁻¹

Cartesian coordinates (Å):
N -0.3556 -1.2141 1.0398
N 2.5125 -0.1880 0.8407
N -1.2564 1.5360 -1.0675
C -0.7291 -0.6526 -0.2445
C 2.6199 0.3430 -0.1605
C -1.2034 0.7587 -0.0829
H 0.0633 -0.6796 -1.0130
H -0.1639 -2.2053 0.9481
H -1.5744 -1.2344 -0.6329
H -1.5049 1.0039 0.9451
H 0.4948 -0.7746 1.3849
H -1.6199 2.4657 -0.8689
H 2.7170 0.8412 -1.0885

natural (NBO) atomic charge list, values in e, 2 entries:
1. N -0.84
2. N -0.34



C3H7N3O | the ωB97M-V functional and the def2-TZVPD basis

energy above the lowest of the compared OMol25 structures with the same formula, charge and spin	521.6	kJ/mol
lowest unoccupied orbital energy	0.93	eV
E_tot	-357.85121	hartree
SMILES	CC1=CN(N)NO1
strongest force on any atom	3.8	eV Å⁻¹

Cartesian coordinates (Å):
O -0.3736 1.2176 0.2301
N -1.4823 0.5338 0.8146
N -0.5098 -1.3377 1.9212
N -1.1470 -0.8819 0.6964
C -0.1985 -0.8944 -0.5563
C 1.3106 1.1179 -1.3215
C 0.2078 0.3625 -0.6843
H 1.6055 1.7126 -0.5087
H -0.1714 -2.2449 1.8155
H 0.1704 -0.6869 2.2021
H 0.8547 1.7437 -2.1255
H -0.0845 -1.8306 -1.0935
H -2.2821 0.6410 0.1929
H 2.1002 0.5474 -1.5830

natural (NBO) atomic charge list, values in e, 2 entries:
1. O -0.39
2. N -0.17



C3H7N3O | the ωB97M-V functional and the def2-TZVPD basis

energy above the lowest of the compared OMol25 structures with the same formula, charge and spin	50.4	kJ/mol
lowest unoccupied orbital energy	0.77	eV
E_tot	-358.03068	hartree
SMILES	[H]/N=C/NC(=O)NC
strongest force on any atom	0.4	eV Å⁻¹

Cartesian coordinates (Å):
O 0.4430 0.8620 -1.5735
N -3.2508 -0.3321 0.3043
N 1.0850 0.1049 0.4740
N -1.1456 0.5817 0.0990
C 0.1763 0.5457 -0.4344
C 2.4887 -0.0243 0.1470
C -2.1098 -0.3265 -0.2571
H 0.7269 -0.3228 1.3130
H 3.0946 0.6916 0.7116
H -1.3715 1.2046 0.8606
H -3.8167 -1.0918 -0.0623
H 2.5978 0.1752 -0.9202
H -1.7570 -1.0288 -1.0204
H 2.8391 -1.0392 0.3584

natural (NBO) atomic charge list, values in e, 2 entries:
1. O -0.59
2. N -0.71



C3H7N3O | the ωB97M-V functional and the def2-TZVPD basis

energy above the lowest of the compared OMol25 structures with the same formula, charge and spin	598.0	kJ/mol
lowest unoccupied orbital energy	0.29	eV
E_tot	-357.82211	hartree
SMILES	[H]/N=C/N/N=C\CO
strongest force on any atom	7.5	eV Å⁻¹

Cartesian coordinates (Å):
O 1.6596 -0.1756 0.9638
N -0.8081 0.3394 -2.7903
N -0.4703 -1.3611 0.0753
N 0.2530 -0.5771 -0.9267
C 0.4994 0.3540 1.6490
C -0.5634 -0.6171 1.2435
C -0.6968 0.4657 -1.4696
H 1.3985 -0.4975 0.1645
H 0.5669 -1.2927 -1.6868
H -0.6264 1.3233 -0.7235
H 0.5684 0.2290 2.7948
H -1.1295 1.2066 -2.9412
H -1.1458 -1.0320 1.9838
H 0.4944 1.6351 1.6636

natural (NBO) atomic charge list, values in e, 2 entries:
1. O -0.72
2. N -0.58



C3H7N3O | the ωB97M-V functional and the def2-TZVPD basis

energy above the lowest of the compared OMol25 structures with the same formula, charge and spin	375.6	kJ/mol
lowest unoccupied orbital energy	0.98	eV
E_tot	-357.90683	hartree
SMILES	[H]/N=C/N(C)/C=N/O
strongest force on any atom	3.7	eV Å⁻¹

Cartesian coordinates (Å):
O 3.0663 0.0433 0.1127
N 1.8655 0.1435 -0.5927
N -0.5997 1.9670 0.1750
N -0.3412 -0.2460 -0.3827
C -1.1288 0.9338 -0.2614
C -1.1557 -1.4979 0.0724
C 0.9265 -0.0961 0.1583
H -1.4741 -1.4493 1.1232
H 3.5507 0.7329 -0.3763
H -2.0899 -1.6670 -0.5090
H -0.4211 -2.2840 -0.1475
H 1.0910 -0.1035 1.2737
H -2.1319 0.7389 -0.8365
H -1.1575 2.7845 0.1907

natural (NBO) atomic charge list, values in e, 2 entries:
1. O -0.57
2. N -0.13



C3H7N3O | the ωB97M-V functional and the def2-TZVPD basis

energy above the lowest of the compared OMol25 structures with the same formula, charge and spin	83.6	kJ/mol
lowest unoccupied orbital energy	0.83	eV
E_tot	-358.01805	hartree
SMILES	[H]/N=C/N/C(O)=N\C
strongest force on any atom	0.4	eV Å⁻¹

Cartesian coordinates (Å):
O -1.3784 -0.2477 1.3274
N -0.9241 -1.2307 -0.6379
N 1.5203 2.4176 1.0539
N 0.3318 0.6552 0.1502
C 0.5244 1.6328 1.1170
C -0.2355 -1.3422 -1.8997
C -0.6434 -0.3204 0.1963
H 1.0082 0.6328 -0.5990
H -0.4609 -0.4982 -2.5669
H -0.2554 1.6345 1.8782
H 0.8574 -1.4213 -1.7990
H -2.0238 -0.9621 1.1858
H 1.4848 3.0712 1.8339
H -0.5817 -2.2525 -2.3961

natural (NBO) atomic charge list, values in e, 2 entries:
1. O -0.68
2. N -0.57



C3H7N3O | the ωB97M-V functional and the def2-TZVPD basis

energy above the lowest of the compared OMol25 structures with the same formula, charge and spin	126.0	kJ/mol
lowest unoccupied orbital energy	0.86	eV
E_tot	-358.00188	hartree
SMILES	Cc1nc[nH]n1.O
strongest force on any atom	3.0	eV Å⁻¹

Cartesian coordinates (Å):
O -4.2892 0.0566 1.4132
N 1.6102 0.8572 -1.3501
N 0.5629 1.0297 -0.5041
N 1.4150 -1.0501 -0.4108
C -0.2645 -0.4443 1.3957
C 2.1090 -0.3524 -1.2741
C 0.5182 -0.1534 0.1301
H -1.2268 -0.9120 1.1828
H -3.5780 -0.3681 0.8799
H -4.7811 0.3596 0.6986
H 1.7702 1.6120 -2.0326
H -0.4638 0.5071 2.0096
H 2.9570 -0.7128 -1.7929
H 0.3425 -1.0972 2.0939

natural (NBO) atomic charge list, values in e, 2 entries:
1. O -0.92
2. N -0.35



C3H7N3O | the ωB97M-V functional and the def2-TZVPD basis

energy above the lowest of the compared OMol25 structures with the same formula, charge and spin	587.7	kJ/mol
lowest unoccupied orbital energy (alpha / beta)	0.25 / -0.29	eV
E_tot	-357.82602	hartree
strongest force on any atom	2.5	eV Å⁻¹

Cartesian coordinates (Å):
O 2.0571 -0.0710 -0.9594
N 0.5337 1.4318 -0.0378
N -1.3745 0.2192 0.3993
N -2.2193 0.6301 -0.5249
C 0.9749 0.1391 -0.1161
C -0.4750 -0.7345 -0.0346
C 0.6693 -0.9196 0.9172
H 0.5026 -0.5856 1.9361
H 2.6330 -0.7563 -0.5997
H 1.1939 -1.8617 0.7817
H -1.9077 0.6304 -1.4959
H 0.9399 1.9184 0.7680
H -2.7871 1.4105 -0.2283
H -0.7408 -1.4509 -0.8056

natural (NBO) atomic charge list, values in e, 2 entries:
1. O -0.68
2. N -0.65



C3H7N3O | the ωB97M-V functional and the def2-TZVPD basis

energy above the lowest of the compared OMol25 structures with the same formula, charge and spin	235.9	kJ/mol
lowest unoccupied orbital energy	1.05	eV
E_tot	-357.96001	hartree
SMILES	NNC(=O)N1CC1
strongest force on any atom	2.0	eV Å⁻¹

Cartesian coordinates (Å):
O 0.2019 1.6947 0.0493
N 0.5145 -0.6217 -0.0649
N -2.1631 -0.9478 -0.0131
N -1.6435 0.3398 -0.0248
C 1.7371 -0.4912 0.7447
C 1.8007 -0.3851 -0.6997
C -0.3081 0.6060 -0.0174
H 1.9860 -1.4352 1.2098
H 1.9313 0.4784 1.2261
H -1.8844 -1.3768 0.9203
H -1.7130 -1.5087 -0.7632
H 1.9506 0.6218 -1.0540
H -2.3440 1.0692 -0.0178
H 2.1250 -1.1765 -1.3615

natural (NBO) atomic charge list, values in e, 2 entries:
1. O -0.63
2. N -0.50



C3H7N3O2 | the ωB97M-V functional and the def2-TZVPD basis

energy above the lowest of the compared OMol25 structures with the same formula, charge and spin	524.1	kJ/mol
lowest unoccupied orbital energy	0.31	eV
E_tot	-433.12315	hartree
SMILES	[H]/N=C/[C@H](CN)[N+](=O)[O-]
strongest force on any atom	2.9	eV Å⁻¹

Cartesian coordinates (Å):
O -2.7095 0.7897 -0.6112
O -2.3356 -0.4586 1.1034
N -2.0004 0.0605 0.0565
N 1.1674 -1.6242 -0.3510
N 1.6783 1.1538 -0.0781
C -0.0133 -1.3838 0.0287
C -0.6694 -0.1496 -0.4051
C 0.3937 1.2048 0.3923
H 1.7880 1.4726 -1.0323
H 0.3097 0.9562 1.4472
H 2.1387 0.2617 0.0643
H 1.5656 -2.4884 0.0042
H -0.5668 0.1025 -1.4559
H -0.5994 -2.0017 0.7158
H -0.1472 2.1046 0.1211

natural (NBO) atomic charge list, values in e, 2 entries:
1. O -0.39
2. O -0.41



C3H7N3O2 | the ωB97M-V functional and the def2-TZVPD basis

energy above the lowest of the compared OMol25 structures with the same formula, charge and spin	471.3	kJ/mol
lowest unoccupied orbital energy	0.58	eV
E_tot	-433.14327	hartree
SMILES	N/C(C=O)=C\N(N)O
strongest force on any atom	2.8	eV Å⁻¹

Cartesian coordinates (Å):
O 2.2154 -1.4437 -0.1164
O -2.5399 -1.7257 0.5088
N -0.9784 1.5366 0.1977
N 1.2519 -0.4115 -0.4330
N 1.7537 0.8495 -0.1795
C -2.3134 -0.5518 0.3358
C -0.0178 -0.7203 0.0246
C -1.0050 0.1596 0.3509
H -3.1456 0.1886 0.3363
H -0.1290 1.8890 -0.2241
H -1.8258 1.9568 -0.1544
H 1.9908 0.9931 0.8090
H -0.1713 -1.7686 0.2204
H 2.3374 -1.9701 -0.9211
H 2.5770 1.0185 -0.7549

natural (NBO) atomic charge list, values in e, 2 entries:
1. O -0.60
2. O -0.54



C3H7N3O2 | the ωB97M-V functional and the def2-TZVPD basis

energy above the lowest of the compared OMol25 structures with the same formula, charge and spin	390.3	kJ/mol
lowest unoccupied orbital energy (alpha / beta)	0.63 / 0.63	eV
E_tot	-433.17412	hartree
SMILES	CN(/N=C/O)C(N)=O
strongest force on any atom	4.1	eV Å⁻¹

Cartesian coordinates (Å):
O 0.2239 1.8140 -1.2485
O -1.9380 -2.0527 -0.5227
N 0.0469 -1.2056 0.3020
N -1.4001 1.3681 0.2746
N 0.6344 -0.0171 0.2687
C 2.0718 0.0748 0.4321
C -0.9023 -1.1872 -0.6422
C -0.2657 1.0379 -0.4468
H -1.5659 0.8149 1.1025
H -0.6626 -0.9951 -1.6897
H -1.5404 2.3668 0.3491
H 2.5126 -0.9179 0.5409
H 2.2779 0.6740 1.3203
H -2.0137 -2.3299 0.4012
H 2.5213 0.5551 -0.4415

natural (NBO) atomic charge list, values in e, 2 entries:
1. O -0.61
2. O -0.67